Entry from OMol25: C6H9N in the gas phase (wB97M-V/def2-TZVPD).

XYZ file:
```
16
C6H9N, DFT wB97M-V/def2-TZVPD
C 3.402 0.293 0.214
C 2.053 0.078 -0.319
C 0.931 -0.244 -0.620
C -0.437 -0.752 -0.790
N -1.252 -0.357 0.354
C -2.683 -0.357 0.125
C -1.928 0.918 0.222
H 4.046 0.875 -0.453
H 3.867 -0.688 0.372
H 3.340 0.807 1.182
H -0.877 -0.428 -1.754
H -0.399 -1.850 -0.795
H -3.294 -0.701 0.956
H -3.041 -0.647 -0.864
H -1.785 1.477 -0.705
H -1.985 1.522 1.124
```

Computed properties:
Relative energy (zero: lowest compared OMol25 entry of this formula, charge and spin): 74.7 kcal/mol
Multiplicity: 1
Net charge: 0
Electronic energy: -7854.9220 eV
SMILES: CC#CCN1CC1
E_HOMO: -0.3403 Ha